Entry 1:
Molecular formula: C7H7ClNPS
Method: DFT, ωB97M-V/def2-TZVPD

As for the maximum force: 3.91 eV/A. The value obtained for the highest occupied orbital energy (spin up / spin down) is -7.4134 / -8.0420 eV. The HOMO-LUMO gap (spin up / spin down) comes out at 6.19 / 7.07 eV. The relative energy (zero: lowest compared OMol25 entry of this formula, charge and spin) is 22.3 kcal/mol. Its net charge is 0.

Each line ends with the natural charge from an NBO analysis.
Cartesian coordinates (Å):
C (-0.899, -0.192, 1.727)  -0.204
C (-2.256, 0.258, 1.394)  -0.186
C (0.046, -0.282, 0.739)  -0.232
C (-2.521, 0.752, 0.146)  -0.243
C (-0.277, 0.303, -0.579)  0.085
C (-1.564, 0.770, -0.783)  -0.142
C (1.889, -0.087, -1.835)  -0.447
N (0.595, 0.591, -1.619)  -0.337
P (-2.535, 2.970, -2.766)  0.382
S (-1.617, 1.111, -2.554)  0.118
Cl (-1.732, 3.926, -1.162)  -0.298
H (-0.797, -0.551, 2.760)  0.223
H (-3.031, 0.207, 2.230)  0.224
H (1.109, -0.552, 0.748)  0.218
H (-3.468, 0.984, -0.134)  0.224
H (2.563, 0.458, -2.523)  0.217
H (2.282, -0.167, -0.775)  0.193
H (1.723, -1.088, -2.166)  0.205

Entry 2:
Molecular formula: C7H7ClO
Method: DFT, ωB97M-V/def2-TZVPD

As for the maximum force: 4.55 eV/A. The value obtained for the highest occupied orbital energy is -9.4593 eV. The HOMO-LUMO gap comes out at 9.70 eV. The SMILES is O=CC1=C(Cl)[C@H]2C[C@H]2C1. The relative energy (zero: lowest compared OMol25 entry of this formula, charge and spin) is 13.1 kcal/mol. Its net charge is 0.

Each line ends with the natural charge from an NBO analysis.
Cartesian coordinates (Å):
C (-1.396, 0.699, -0.066)  -0.187
C (-1.532, -0.603, 0.184)  0.065
C (-2.590, 1.577, -0.106)  0.401
C (0.022, 1.106, 0.343)  -0.395
C (0.685, -1.144, -0.753)  -0.410
C (-0.143, -1.267, 0.503)  -0.282
C (0.819, -0.135, 0.306)  -0.229
O (-2.412, 2.785, -0.031)  -0.523
Cl (-2.838, -1.686, -0.020)  0.050
H (-3.525, 1.128, -0.204)  0.136
H (0.365, 1.895, -0.367)  0.224
H (0.152, 1.421, 1.307)  0.222
H (1.470, -1.897, -0.960)  0.232
H (0.222, -0.691, -1.686)  0.218
H (0.023, -2.124, 1.173)  0.248
H (1.778, 0.057, 0.809)  0.229

Entry 3:
Molecular formula: C7H7ClO5
Method: DFT, ωB97M-V/def2-TZVPD

As for the maximum force: 5.42 eV/A. The value obtained for the highest occupied orbital energy is -10.4922 eV. The HOMO-LUMO gap comes out at 9.01 eV. The SMILES is C[C@@H](O)COC1=C(Cl)C(=O)OC1=O. Its net charge is 0.

Each line ends with the natural charge from an NBO analysis.
Cartesian coordinates (Å):
C (-1.617, -0.422, 1.307)  -0.644
C (-1.107, 1.059, 0.876)  0.059
O (-1.506, 1.934, 1.973)  -0.724
C (0.505, 1.114, 0.804)  -0.112
O (1.020, 1.383, -0.555)  -0.505
C (1.037, 0.079, -1.174)  0.194
C (2.031, -0.946, -1.031)  -0.140
Cl (3.546, -0.882, -0.053)  0.084
C (1.387, -2.095, -1.928)  0.761
O (1.877, -3.232, -1.789)  -0.493
O (0.306, -1.614, -2.714)  -0.504
C (-0.166, -0.357, -2.155)  0.761
O (-1.238, 0.218, -2.387)  -0.478
H (-1.255, -0.692, 2.369)  0.223
H (-1.240, -1.225, 0.572)  0.206
H (-2.771, -0.419, 1.358)  0.234
H (-1.635, 1.324, -0.100)  0.202
H (-1.000, 2.771, 1.889)  0.469
H (0.947, 1.902, 1.527)  0.211
H (0.878, 0.099, 1.212)  0.195

Entry 4:
Molecular formula: C7H7CrO6
Method: DFT, ωB97M-V/def2-TZVPD

As for the maximum force: 8.23 eV/A. The value obtained for the highest occupied orbital energy (spin up / spin down) is -12.5770 / -14.8173 eV. The HOMO-LUMO gap (spin up / spin down) comes out at 8.86 / 8.12 eV. The multiplicity is 5. The relative energy (zero: lowest compared OMol25 entry of this formula, charge and spin) is 66.5 kcal/mol. Its net charge is +1.

Each line ends with the natural charge from an NBO analysis.
Cartesian coordinates (Å):
O (4.831, -4.753, 0.327)  -0.479
C (4.212, -3.881, 0.705)  0.482
Cr (1.355, -0.190, 0.060)  0.210
C (0.469, 1.126, 1.008)  0.536
O (-0.082, 1.945, 1.598)  -0.378
C (0.812, 0.348, -1.624)  0.527
O (0.505, 0.640, -2.691)  -0.396
C (-0.014, -1.432, 0.075)  0.573
O (-0.830, -2.239, 0.055)  -0.401
C (2.935, 0.738, -0.182)  0.548
O (3.937, 1.270, -0.360)  -0.342
H (2.111, -1.313, -0.750)  -0.078
C (-2.810, 1.590, 0.304)  -0.643
C (-1.964, 0.327, 0.492)  -0.134
O (-0.762, 0.375, -0.376)  -0.752
H (-2.243, 2.503, 0.572)  0.233
H (-3.716, 1.534, 0.943)  0.257
H (-3.128, 1.676, -0.756)  0.223
H (-1.723, 0.182, 1.568)  0.226
H (-2.615, -0.548, 0.247)  0.228
H (-1.281, 0.103, -1.216)  0.558

Entry 5:
Molecular formula: C7H7F2IO
Method: DFT, ωB97M-V/def2-TZVPD

As for the maximum force: 1.18 eV/A. The value obtained for the highest occupied orbital energy (spin up / spin down) is -6.8429 / -9.5129 eV. The HOMO-LUMO gap (spin up / spin down) comes out at 7.58 / 6.57 eV. The multiplicity is 3. The relative energy (zero: lowest compared OMol25 entry of this formula, charge and spin) is 0.0 kcal/mol. Its net charge is 0.

Each line ends with the natural charge from an NBO analysis.
Cartesian coordinates (Å):
C (-0.588, 1.824, 0.943)  -0.137
C (0.991, 1.203, -0.870)  -0.133
C (-0.947, 0.529, 1.047)  -0.266
C (0.605, -0.087, -0.752)  -0.310
C (0.433, 2.288, -0.028)  -0.500
C (-0.364, -0.457, 0.210)  0.261
C (-0.716, -2.622, -0.666)  0.798
O (-0.904, -1.701, 0.312)  -0.493
F (0.496, -3.212, -0.599)  -0.342
F (-1.620, -3.590, -0.481)  -0.324
I (2.088, -1.207, 2.335)  -0.012
H (-1.039, 2.571, 1.578)  0.209
H (1.746, 1.480, -1.590)  0.208
H (-1.685, 0.197, 1.759)  0.232
H (1.069, -0.848, -1.361)  0.230
H (0.017, 3.079, -0.667)  0.229
H (1.253, 2.775, 0.522)  0.233
H (-0.835, -2.222, -1.692)  0.115

Entry 6:
Molecular formula: C7H7F3IN2O2
Method: DFT, ωB97M-V/def2-TZVPD

As for the maximum force: 5.24 eV/A. The value obtained for the highest occupied orbital energy is -4.6269 eV. The HOMO-LUMO gap comes out at 7.27 eV. The SMILES is CC[C@@]1(C(=O)[O-])NN(C(F)(F)F)C=C1I. The relative energy (zero: lowest compared OMol25 entry of this formula, charge and spin) is 19.2 kcal/mol. Its net charge is -1.

Each line ends with the natural charge from an NBO analysis.
Cartesian coordinates (Å):
C (0.858, -0.508, 1.709)  -0.124
C (-0.434, -0.128, 1.595)  -0.174
C (-2.141, -1.333, 0.081)  0.818
C (-0.887, -0.097, 0.096)  -0.088
C (-0.352, 1.429, -1.668)  -0.574
C (-1.202, 1.230, -0.460)  -0.458
C (2.534, -0.426, 0.078)  1.090
N (0.312, -0.762, -0.492)  -0.497
N (1.368, -0.970, 0.466)  -0.345
O (-1.785, -2.344, -0.458)  -0.736
O (-3.196, -0.945, 0.499)  -0.728
F (3.515, -0.825, 0.941)  -0.350
F (2.900, -0.916, -1.115)  -0.320
F (2.813, 0.960, -0.007)  -0.365
I (-1.613, 0.275, 3.209)  0.181
H (1.454, -0.738, 2.578)  0.222
H (0.630, 1.734, -1.437)  0.208
H (-0.650, 2.421, -2.337)  0.164
H (-0.478, 0.506, -2.164)  0.226
H (-2.324, 1.059, -0.667)  0.232
H (-1.290, 2.122, 0.212)  0.203
H (-0.033, -1.744, -0.660)  0.415

Entry 7:
Molecular formula: C7H7F3N3
Method: DFT, ωB97M-V/def2-TZVPD

As for the maximum force: 4.39 eV/A. The value obtained for the highest occupied orbital energy (spin up / spin down) is -13.9315 / -13.9209 eV. The HOMO-LUMO gap (spin up / spin down) comes out at 6.38 / 6.36 eV. The relative energy (zero: lowest compared OMol25 entry of this formula, charge and spin) is 84.4 kcal/mol. Its net charge is +1.

Each line ends with the natural charge from an NBO analysis.
Cartesian coordinates (Å):
C (-4.096, 1.420, 0.245)  0.177
C (-0.740, 0.444, -1.368)  0.186
C (-1.934, 1.082, -0.951)  -0.241
C (0.377, -0.240, 0.734)  0.531
C (0.015, -0.614, -0.770)  -0.598
C (-2.999, 0.609, -0.175)  0.024
C (-3.289, -0.814, 0.074)  0.939
N (-4.962, 2.111, 0.550)  -0.087
N (-0.327, 0.399, 1.482)  -0.673
N (1.636, -0.619, 1.024)  -0.795
F (-2.712, -1.654, -0.784)  -0.300
F (-2.682, -1.195, 1.254)  -0.307
F (-4.632, -1.081, 0.120)  -0.275
H (-0.287, 0.897, -2.370)  0.269
H (-2.013, 2.181, -1.190)  0.293
H (-0.729, -1.391, -0.522)  0.324
H (0.908, -0.977, -1.322)  0.285
H (-0.670, 0.729, 2.279)  0.429
H (2.031, -1.543, 0.761)  0.409
H (1.922, -0.495, 1.995)  0.411

Entry 8:
Molecular formula: C7H7F4NO6P2
Method: DFT, ωB97M-V/def2-TZVPD

As for the maximum force: 3.49 eV/A. The value obtained for the highest occupied orbital energy is -10.4685 eV. The HOMO-LUMO gap comes out at 10.08 eV. The SMILES is O=P(O)(O)C(F)(F)c1cccc(C(F)(F)P(=O)(O)O)n1. The relative energy (zero: lowest compared OMol25 entry of this formula, charge and spin) is 0.0 kcal/mol. Its net charge is 0.

Each line ends with the natural charge from an NBO analysis.
Cartesian coordinates (Å):
O (-1.628, -0.723, 1.765)  -1.147
O (-2.009, 1.107, -0.726)  -1.138
F (0.274, -3.349, -0.422)  -0.324
F (0.712, -2.994, 1.648)  -0.312
F (1.203, 3.394, 0.025)  -0.329
F (0.555, 2.725, -2.005)  -0.308
N (0.566, 0.016, 0.012)  -0.410
O (-2.534, -2.999, 1.352)  -0.968
O (-2.321, -1.406, -0.524)  -1.006
O (-1.317, 1.924, 1.518)  -0.993
O (-2.119, 3.519, -0.268)  -0.944
C (1.058, -1.244, 0.068)  0.127
C (1.245, 1.064, -0.453)  0.120
C (2.408, -1.472, -0.313)  -0.178
C (2.547, 0.864, -0.965)  -0.179
C (3.141, -0.430, -0.914)  -0.174
C (0.206, -2.408, 0.545)  0.380
C (0.537, 2.392, -0.684)  0.382
P (-1.584, -1.860, 0.818)  2.287
P (-1.235, 2.206, -0.060)  2.273
H (-3.403, -2.544, 1.477)  0.524
H (-2.163, -0.419, -0.587)  0.542
H (-1.249, 0.937, 1.594)  0.554
H (-2.971, 3.118, 0.005)  0.514
H (2.860, -2.455, -0.232)  0.236
H (3.102, 1.720, -1.377)  0.237
H (4.120, -0.685, -1.296)  0.235

Entry 9:
Molecular formula: C7H7I2O2
Method: DFT, ωB97M-V/def2-TZVPD

As for the maximum force: 5.56 eV/A. The value obtained for the highest occupied orbital energy is -3.8457 eV. The HOMO-LUMO gap comes out at 6.49 eV. The SMILES is CC1(C)C([O-])=C(I)[C@H]1C(=O)I. The relative energy (zero: lowest compared OMol25 entry of this formula, charge and spin) is 41.1 kcal/mol. Its net charge is -1.

Each line ends with the natural charge from an NBO analysis.
Cartesian coordinates (Å):
C (-1.623, 0.704, 0.121)  -0.328
C (-0.640, 1.627, -0.164)  0.430
C (-1.116, -1.585, -0.520)  0.668
C (-0.784, -0.466, 0.368)  -0.449
C (0.443, 0.390, 0.061)  -0.025
C (1.167, -0.003, -1.241)  -0.614
C (1.371, 0.490, 1.249)  -0.615
O (-0.569, 2.767, -0.620)  -0.691
O (-1.521, -1.590, -1.612)  -0.486
I (-3.788, 1.025, 0.477)  -0.059
I (-0.915, -3.736, 0.401)  -0.269
H (-0.786, -0.846, 1.452)  0.202
H (1.743, -0.916, -1.078)  0.191
H (1.839, 0.886, -1.366)  0.214
H (0.441, -0.146, -1.898)  0.212
H (1.768, -0.494, 1.495)  0.197
H (0.734, 0.885, 1.936)  0.218
H (2.237, 1.008, 0.938)  0.206

Entry 10:
Molecular formula: C7H7I2O2
Method: DFT, ωB97M-V/def2-TZVPD

As for the maximum force: 5.16 eV/A. The value obtained for the highest occupied orbital energy is -3.5897 eV. The HOMO-LUMO gap comes out at 3.92 eV. The relative energy (zero: lowest compared OMol25 entry of this formula, charge and spin) is 33.8 kcal/mol. Its net charge is -1.

Each line ends with the natural charge from an NBO analysis.
Cartesian coordinates (Å):
C (-0.712, -2.470, -2.395)  -0.502
C (-0.102, -1.575, -3.129)  0.707
C (-1.322, -2.316, -1.037)  0.509
C (-1.250, -1.010, -0.430)  -0.383
C (-0.146, -0.350, -0.141)  0.173
C (1.263, -0.981, -0.333)  -0.661
C (-0.187, 0.978, 0.591)  -0.676
O (0.484, -0.952, -3.981)  -0.423
O (-1.958, -3.230, -0.537)  -0.555
I (-0.866, -4.582, -3.146)  0.178
I (-0.443, 4.964, 0.173)  -0.993
H (-2.091, -0.744, 0.140)  0.240
H (1.123, -1.573, -1.152)  0.203
H (1.573, -1.585, 0.544)  0.229
H (1.933, -0.234, -0.673)  0.224
H (0.389, 1.689, 0.062)  0.261
H (0.133, 0.938, 1.574)  0.221
H (-1.123, 1.510, 0.515)  0.248

Entry 11:
Molecular formula: C7H7N
Method: DFT, ωB97M-V/def2-TZVPD

As for the maximum force: 5.20 eV/A. The value obtained for the highest occupied orbital energy is -9.5481 eV. The HOMO-LUMO gap comes out at 9.96 eV. The SMILES is c1ccncc1.C#C. The relative energy (zero: lowest compared OMol25 entry of this formula, charge and spin) is 81.2 kcal/mol. Its net charge is 0.

Each line ends with the natural charge from an NBO analysis.
Cartesian coordinates (Å):
C (-2.358, 2.572, -0.804)  -0.234
C (-1.712, 1.605, -0.542)  -0.230
C (1.956, -0.024, 0.734)  0.032
C (0.599, 0.232, 0.914)  -0.233
C (-0.445, -0.669, 0.588)  -0.229
C (-0.072, -1.546, -0.366)  -0.247
C (1.347, -1.768, -0.663)  0.021
H (-3.155, 3.207, -0.933)  0.221
H (-1.150, 0.847, 0.003)  0.216
H (2.622, 0.586, 1.212)  0.191
H (0.470, 1.032, 1.530)  0.208
H (-1.526, -0.482, 0.802)  0.245
H (-0.720, -2.103, -1.076)  0.228
H (1.800, -2.500, -1.347)  0.214
N (2.344, -0.989, -0.051)  -0.404

Entry 12:
Molecular formula: C7H7N
Method: DFT, ωB97M-V/def2-TZVPD

As for the maximum force: 2.80 eV/A. The value obtained for the highest occupied orbital energy is -9.6483 eV. The HOMO-LUMO gap comes out at 10.33 eV. The SMILES is c1ccccc1.C#N. The relative energy (zero: lowest compared OMol25 entry of this formula, charge and spin) is 0.0 kcal/mol. Its net charge is 0.

Each line ends with the natural charge from an NBO analysis.
Cartesian coordinates (Å):
N (0.641, -3.852, -2.444)  -0.304
C (0.010, -3.289, -1.638)  0.067
H (-0.571, -2.770, -0.895)  0.237
C (-2.581, -1.089, 3.262)  -0.216
C (-1.944, 0.086, 2.861)  -0.221
C (-3.754, -1.499, 2.628)  -0.216
C (-2.482, 0.852, 1.826)  -0.205
C (-4.292, -0.733, 1.593)  -0.216
C (-3.656, 0.442, 1.192)  -0.221
H (-2.158, -1.692, 4.077)  0.216
H (-1.021, 0.408, 3.360)  0.216
H (-4.255, -2.424, 2.944)  0.216
H (-1.981, 1.776, 1.510)  0.215
H (-5.215, -1.055, 1.094)  0.216
H (-4.078, 1.045, 0.377)  0.216